64
Properties=species:S:1:pos:R:3:forces:R:3:nbo_charge:R:1 method="wB97M-V/def2-TZVPD" relative_energy_kj_mol=0.0 homo_lumo_gap_ha=0.27705 spin_multiplicity=1
Be -0.836603 -0.950623 -0.044958 0.2 -0.1 -0.1 1.63
N -4.745658 -2.050119 -0.877536 0.0 -0.1 0.1 -0.83
C -3.637079 -1.310371 -0.547244 0.1 0.1 0.0 0.27
S -3.004994 -1.420570 1.082179 -0.3 0.0 -0.1 -0.47
N -3.077824 -0.612228 -1.497087 0.0 0.0 0.1 -0.45
N -1.970753 0.017060 -0.909444 0.0 0.0 0.1 -0.46
C -2.062290 1.252843 -0.598319 0.0 0.0 0.0 0.27
C -3.155185 2.139707 -1.052641 0.1 0.0 0.1 -0.13
C -3.392053 2.310090 -2.412650 0.0 0.0 -0.1 -0.10
C -4.417635 3.137000 -2.838331 0.0 0.0 0.0 -0.23
C -5.221672 3.785935 -1.909722 0.0 0.0 0.0 -0.20
C -4.992433 3.612554 -0.552040 0.0 0.0 0.0 -0.22
C -3.954644 2.797679 -0.122841 0.0 0.0 0.0 -0.18
C -1.117757 1.669091 0.463350 -0.1 0.0 -0.1 0.29
C -0.876638 2.982680 0.818918 0.0 0.0 0.0 -0.24
C -0.027540 3.228903 1.884228 0.0 0.0 0.0 -0.15
C 0.527928 2.157575 2.565236 0.0 0.1 0.0 -0.24
C 0.230962 0.874776 2.138535 -0.1 -0.1 0.0 0.07
N -0.568964 0.630937 1.108431 0.0 -0.1 -0.1 -0.56
H -5.324748 -2.320427 -0.101296 0.0 0.0 0.0 0.40
H -5.222245 -1.780061 -1.723143 0.0 0.0 0.0 0.39
H -2.774853 1.782802 -3.128011 0.0 0.0 0.0 0.22
H -4.595303 3.270255 -3.897438 0.0 0.0 0.0 0.22
H -6.027140 4.426656 -2.245027 0.0 0.0 0.0 0.21
H -5.621210 4.110258 0.174583 0.0 0.0 0.0 0.22
H -3.779864 2.650741 0.936354 0.0 0.0 0.0 0.22
H -1.333785 3.784174 0.255927 0.0 0.0 0.0 0.24
H 0.199125 4.244453 2.180760 0.0 0.0 0.0 0.22
H 1.187585 2.306058 3.408374 0.0 0.0 0.0 0.23
H 0.646083 0.009593 2.640314 0.0 0.0 0.0 0.21
C 5.690984 2.094527 3.032038 0.0 0.0 0.0 -0.63
C 4.718524 1.602117 1.993409 0.0 0.0 0.0 -0.01
C 4.559594 2.280465 0.786261 0.0 0.0 0.0 -0.21
C 3.653288 1.843908 -0.164125 0.0 0.0 0.1 -0.20
C 2.881099 0.716161 0.091823 0.0 0.1 0.0 -0.27
C 3.028870 0.023770 1.281487 0.1 -0.1 -0.1 -0.22
C 3.947838 0.467289 2.222475 0.0 0.0 0.0 -0.22
S 1.721418 0.241374 -1.166747 -0.2 -0.1 0.0 2.33
O 0.824158 1.357569 -1.319543 0.1 0.0 -0.1 -0.98
O 2.501165 -0.150581 -2.309610 0.0 0.0 0.0 -0.95
N 0.873377 -0.995770 -0.563105 0.3 -0.2 -0.1 -1.17
C 1.441007 -2.277664 -0.698895 -0.2 0.2 0.0 0.25
C 2.758218 -2.641273 -0.844246 0.1 0.1 0.0 -0.28
C 3.121707 -4.000369 -0.964404 0.0 0.0 0.0 -0.18
C 2.192090 -4.998970 -0.958317 0.0 0.0 0.0 -0.23
C 0.825426 -4.659442 -0.826484 0.0 0.0 0.0 -0.02
C -0.225175 -5.599789 -0.866912 0.0 0.0 0.0 -0.13
C -1.515792 -5.167631 -0.773338 0.0 0.0 0.0 -0.27
C -1.773502 -3.795301 -0.601303 -0.1 0.0 0.0 0.10
N -0.823065 -2.890966 -0.542958 0.1 0.2 0.2 -0.56
C 0.466741 -3.308815 -0.682101 -0.1 0.0 0.0 0.09
H 6.508221 2.651393 2.574809 0.0 0.0 0.0 0.22
H 6.114596 1.266461 3.599848 0.0 0.0 0.0 0.22
H 5.194661 2.760793 3.741424 0.0 0.0 0.0 0.22
H 5.161836 3.158961 0.586129 0.0 0.0 0.0 0.21
H 3.535274 2.369406 -1.102982 0.0 0.0 0.0 0.24
H 2.439557 -0.865305 1.464331 0.0 0.0 0.0 0.23
H 4.071515 -0.082949 3.148528 0.0 0.0 0.0 0.21
H 3.538599 -1.896384 -0.902988 -0.1 0.0 0.0 0.23
H 4.170991 -4.242274 -1.076025 0.0 0.0 0.0 0.22
H 2.478549 -6.037266 -1.065280 0.0 0.0 0.0 0.21
H 0.007169 -6.652195 -0.980112 0.0 0.0 0.0 0.22
H -2.348912 -5.854918 -0.815611 0.0 0.0 0.0 0.23
H -2.792849 -3.453765 -0.496956 0.1 -0.1 0.0 0.23